Entry 1:
Here is a single C8H11NO3S molecule at a distorted geometry from OMol25. Energies are from ωB97M-V/def2-TZVPD.

Computed properties:
Multiplicity: 1
E_HOMO, eV: -10.06
SMILES: O=S1(=O)C=C2CCCCC[C@@]23ON31
Total charge: 0
Energy above the lowest of the compared OMol25 structures with the same formula, charge and spin, kcal/mol: 131.5

Each line ends with the Mulliken charge.
Cartesian coordinates (Å):
1 C -2.89 1.40 0.04  -1.122
2 C -1.73 0.76 -0.19  0.335
3 C -0.38 1.49 -0.25  -0.684
4 C 0.54 0.82 0.84  -0.485
5 C 1.36 -0.29 0.24  -0.746
6 C 0.55 -1.62 0.09  -0.607
7 C -0.69 -1.49 -0.82  -1.035
8 C -1.78 -0.75 -0.11  1.453
9 N -3.06 -1.28 -0.07  -0.596
10 O -5.07 0.06 1.17  -0.596
11 O -4.92 0.21 -1.26  -0.608
12 O -2.30 -1.27 1.07  -0.388
13 S -4.24 0.10 0.00  1.080
14 H -3.08 2.39 0.26  0.517
15 H -0.10 1.22 -1.28  0.381
16 H -0.60 2.51 0.12  0.401
17 H 1.30 1.52 1.25  0.373
18 H -0.28 0.42 1.61  0.292
19 H 1.82 0.10 -0.62  0.395
20 H 2.13 -0.58 1.12  0.278
21 H 1.24 -2.33 -0.56  0.260
22 H 0.18 -1.97 1.08  0.374
23 H -0.53 -1.21 -1.94  0.322
24 H -1.10 -2.50 -1.07  0.406

***

Entry 2:
Here is C32H48BF3N8O7S4SiTi as an isolated structure at a distorted geometry from OMol25. Energies are from ωB97M-V/def2-TZVPD.

Computed properties:
Multiplicity: 2
E_HOMO (alpha / beta), eV: -4.60 / -4.83
Total charge: -1
Expectation value of S²: 0.7542
Energy above the lowest of the compared OMol25 structures with the same formula, charge and spin, kcal/mol: 25.1

Each line ends with the Mulliken spin population.
Cartesian coordinates (Å):
1 Ti 0.49 1.36 0.04  0.945
2 N 7.06 -3.13 1.80  0.000
3 C 6.18 -2.06 1.82  0.000
4 C 4.87 -2.21 1.37  -0.001
5 C 3.96 -1.18 1.50  0.001
6 C 4.37 0.02 2.06  0.003
7 C 5.66 0.20 2.49  0.000
8 C 6.57 -0.84 2.37  0.000
9 S 3.15 1.31 2.33  -0.002
10 O 3.82 2.56 2.55  0.000
11 O 2.32 0.82 3.40  0.000
12 N 2.24 1.30 0.97  0.018
13 C 2.94 1.47 -0.15  0.025
14 N 2.13 1.54 -1.25  -0.022
15 C 2.74 1.69 -2.43  0.031
16 C 4.11 1.78 -2.53  -0.009
17 C 4.84 1.69 -1.35  0.020
18 N 4.26 1.52 -0.16  -0.012
19 H 6.84 -3.87 1.14  0.000
20 H 8.04 -2.90 1.83  0.000
21 H 4.56 -3.16 0.95  0.000
22 H 2.94 -1.27 1.14  0.002
23 H 5.93 1.15 2.91  0.000
24 H 7.59 -0.72 2.72  0.000
25 H 2.10 1.75 -3.31  0.001
26 H 4.59 1.93 -3.48  0.000
27 H 5.92 1.74 -1.34  0.002
28 C -2.54 4.99 0.35  0.000
29 N -2.53 4.21 1.56  0.000
30 C -3.59 3.98 2.40  0.000
31 C -3.11 3.30 3.46  0.000
32 N -1.76 3.12 3.30  -0.006
33 B -0.81 2.69 4.44  0.006
34 N -0.49 1.17 4.39  -0.003
35 C -0.03 0.50 5.48  0.000
36 C 0.33 -0.75 5.10  -0.001
37 N 0.08 -0.85 3.77  0.001
38 C 0.33 -1.98 2.93  0.008
39 C -0.41 0.34 3.34  -0.003
40 S -1.09 0.52 1.79  -0.013
41 C -1.42 3.65 2.11  -0.002
42 S 0.09 3.69 1.37  -0.002
43 H -3.47 5.55 0.28  0.000
44 H -2.44 4.36 -0.53  0.000
45 H -1.69 5.68 0.37  0.000
46 H -4.58 4.32 2.18  0.000
47 H -3.61 2.92 4.33  0.000
48 H 0.21 3.29 4.33  0.000
49 H -1.39 2.90 5.47  0.000
50 H 0.00 0.97 6.44  0.000
51 H 0.74 -1.56 5.67  0.000
52 H 1.10 -2.61 3.38  0.000
53 H 0.67 -1.64 1.94  -0.008
54 H -0.59 -2.56 2.78  0.000
55 C -4.35 -0.79 -0.51  0.000
56 C -3.43 0.33 -1.00  -0.003
57 C -3.74 0.64 -2.47  -0.001
58 C -3.61 1.58 -0.14  -0.003
59 O -2.06 -0.03 -0.87  0.063
60 Si -1.27 -1.41 -1.23  -0.033
61 S 0.71 -1.03 -0.64  -0.003
62 O -1.97 -2.62 -0.39  0.016
63 C -1.87 -4.02 -0.52  0.001
64 C -2.93 -4.49 -1.53  0.000
65 C -0.48 -4.44 -1.00  -0.001
66 C -2.13 -4.61 0.86  0.000
67 O -1.46 -1.88 -2.79  -0.003
68 C -0.80 -1.56 -4.00  0.001
69 C -1.82 -1.77 -5.13  0.000
70 C -0.28 -0.12 -4.01  -0.005
71 C 0.39 -2.51 -4.17  -0.001
72 H -5.37 -0.42 -0.46  0.000
73 H -4.02 -1.10 0.48  0.000
74 H -4.30 -1.64 -1.19  0.000
75 H -4.79 0.92 -2.57  0.000
76 H -3.54 -0.24 -3.07  0.000
77 H -3.12 1.47 -2.81  0.000
78 H -4.59 2.01 -0.29  0.000
79 H -2.84 2.29 -0.43  0.005
80 H -3.47 1.32 0.90  0.000
81 H -2.79 -3.93 -2.45  0.000
82 H -3.92 -4.29 -1.14  0.000
83 H -2.83 -5.55 -1.72  0.000
84 H -0.35 -4.15 -2.04  0.001
85 H -0.34 -5.51 -0.89  0.000
86 H 0.27 -3.90 -0.42  0.000
87 H -3.06 -4.20 1.27  0.000
88 H -1.32 -4.35 1.53  0.000
89 H -2.21 -5.69 0.81  0.000
90 H -2.63 -1.06 -5.02  0.000
91 H -2.22 -2.78 -5.08  0.000
92 H -1.35 -1.62 -6.10  0.000
93 H -1.10 0.59 -3.87  0.000
94 H 0.21 0.09 -4.96  0.000
95 H 0.43 0.01 -3.19  0.003
96 H 0.05 -3.53 -4.28  0.000
97 H 1.02 -2.44 -3.29  0.002
98 H 0.97 -2.24 -5.06  0.000
99 F 1.38 3.98 -1.20  0.007
100 C 0.41 4.16 -2.12  0.010
101 F -0.15 5.36 -1.85  0.000
102 F 1.03 4.31 -3.31  0.000
103 C -0.64 2.99 -2.16  -0.001
104 O -1.47 3.03 -3.06  -0.002
105 O -0.52 2.14 -1.24  -0.036

***

Entry 3:
Here is C19H24N5O2PS3W as an isolated structure at a distorted geometry from OMol25. Energies are from ωB97M-V/def2-TZVPD.

Computed properties:
Multiplicity: 1
E_HOMO, eV: -19.44
Total charge: +4
Energy above the lowest of the compared OMol25 structures with the same formula, charge and spin, kcal/mol: 17.6

Each line ends with the Mulliken charge.
Cartesian coordinates (Å):
1 W -1.43 -0.49 -0.35  0.786
2 S -2.08 -0.41 -2.65  -0.111
3 C -1.58 1.23 -2.62  0.837
4 C -1.03 1.77 -3.82  -0.366
5 N -0.50 2.17 -4.76  -0.247
6 C -1.68 2.04 -1.49  0.802
7 S -2.47 1.54 -0.03  -0.258
8 C -1.16 3.37 -1.46  -0.402
9 N -0.67 4.40 -1.37  -0.230
10 N -0.47 0.45 5.17  -0.355
11 C -0.45 -0.28 4.07  0.271
12 C -0.96 0.19 2.82  -0.122
13 N -0.90 -0.59 1.76  -0.159
14 C -0.36 -1.82 1.84  -0.072
15 C 0.13 -2.27 3.06  -0.593
16 N 0.08 -1.52 4.14  -0.443
17 H -0.88 1.37 5.22  0.216
18 H -0.11 0.05 6.02  0.274
19 H -1.39 1.18 2.71  0.444
20 H -0.31 -2.43 0.94  0.377
21 H 0.56 -3.26 3.16  0.432
22 C -3.65 -4.32 0.04  -1.126
23 P -4.17 -2.63 0.11  0.915
24 C -4.95 -2.20 1.64  -1.109
25 C -5.18 -2.19 -1.28  -1.117
26 O -2.81 -1.70 0.03  0.044
27 H -4.53 -4.94 -0.11  0.460
28 H -3.18 -4.62 0.98  0.372
29 H -2.97 -4.47 -0.79  0.367
30 H -5.85 -2.82 1.75  0.451
31 H -5.26 -1.15 1.63  0.387
32 H -4.29 -2.40 2.48  0.375
33 H -6.14 -2.71 -1.17  0.451
34 H -4.72 -2.53 -2.21  0.390
35 H -5.36 -1.12 -1.31  0.371
36 C 6.53 3.68 -0.34  -1.394
37 C 5.39 2.77 -0.51  0.936
38 C 4.32 3.11 -1.40  -1.032
39 C 3.33 2.23 -1.68  -0.163
40 C 3.35 0.94 -1.03  1.356
41 C 4.34 0.65 -0.01  -0.448
42 C 5.35 1.53 0.20  -0.828
43 S 2.41 -0.35 -1.41  0.232
44 C 1.93 -0.15 -3.11  -0.846
45 O 0.26 -0.11 -0.71  -0.064
46 H 6.29 4.71 -0.58  0.414
47 H 7.30 3.36 -1.08  0.383
48 H 7.00 3.59 0.63  0.431
49 H 4.32 4.09 -1.86  0.443
50 H 2.54 2.50 -2.36  0.330
51 H 4.33 -0.30 0.51  0.450
52 H 6.14 1.30 0.91  0.476
53 H 1.73 0.88 -3.39  0.142
54 H 1.08 -0.81 -3.31  0.358
55 H 2.79 -0.52 -3.67  0.511